(1)
C26H32BN8O2Ru as an isolated structure at a distorted geometry, computed with ωB97M-V/def2-TZVPD.

## Properties
**2S+1**: 2
**Expectation value of S²**: 0.76
**HOMO (alpha / beta)**: -0.1118 / -0.2451 eV
**Total charge**: -2
**Relative energy (zero: lowest compared OMol25 entry of this formula, charge and spin)**: 7.50 kcal/mol

Structure (XYZ):
```
70
Properties=species:S:1:pos:R:3:forces:R:3
Ru 1.015 -0.559 -0.088 0.9 0.3 1.0
O 3.085 -0.171 0.884 -0.1 0.0 -0.3
O -1.600 0.650 -0.174 -0.4 -0.2 0.3
N 1.245 1.551 -0.793 0.1 -0.2 0.2
N -0.900 0.708 2.092 0.0 0.1 0.1
N 1.162 -2.414 0.527 -0.1 -0.2 0.3
N 2.175 1.620 -1.758 -0.2 -0.1 0.0
N 0.322 0.120 1.852 -0.1 -0.5 -0.3
N 0.089 0.208 -3.775 0.0 0.0 0.0
N 2.229 -0.849 -1.688 -0.6 0.3 0.0
N 1.417 0.370 -3.844 0.1 0.1 -0.1
C -5.244 3.176 2.050 0.0 0.0 0.0
C 3.107 -2.954 -0.870 0.0 0.0 0.1
C -0.376 0.413 -5.001 0.0 0.0 0.0
C -4.441 2.683 3.073 0.0 0.0 0.0
C 4.708 -0.805 2.477 0.0 0.0 0.0
C -2.932 1.713 1.455 -0.1 0.0 0.0
C 2.296 -0.548 3.087 0.1 -0.1 -0.1
C 2.771 2.817 -1.738 0.0 0.0 -0.1
C 0.952 -0.188 2.985 -0.1 0.1 0.0
C 1.791 0.679 -5.100 0.0 -0.1 0.0
C -3.367 -1.456 -0.707 0.0 0.0 0.0
C 3.103 -1.849 -1.691 0.0 -0.1 -0.2
C -3.294 1.963 2.780 0.0 0.0 0.0
C -1.942 -2.297 1.164 0.1 0.1 0.0
C 0.182 -0.134 4.287 0.0 0.0 0.0
C -4.887 2.935 0.731 0.0 0.0 0.0
C -0.980 -0.637 -0.598 0.4 0.1 -0.6
C 2.119 -3.180 0.158 0.0 0.1 -0.1
C -3.744 2.204 0.435 0.0 0.0 0.0
C 2.208 3.570 -0.720 0.0 0.0 0.0
C -1.470 -2.970 -1.191 0.0 0.0 0.0
C 0.662 0.719 -5.898 0.0 0.0 0.0
C 1.253 2.713 -0.153 -0.1 0.0 -0.1
C -1.706 0.936 1.125 0.3 0.0 -0.2
C 3.277 -0.480 2.068 -0.1 0.0 0.2
C -1.932 -1.817 -0.294 -0.1 0.0 0.0
B 2.413 0.320 -2.610 0.0 -0.1 -0.1
H 4.998 -0.267 3.382 0.0 0.0 0.0
H -4.024 -2.324 -0.577 0.0 0.0 0.0
H -3.771 -0.638 -0.108 0.0 0.0 0.0
H -4.713 2.860 4.108 0.0 0.0 0.0
H -0.451 -3.260 -0.940 0.0 0.0 0.0
H -3.462 1.997 -0.589 0.0 0.0 0.0
H 3.895 -1.787 -2.444 0.0 0.0 0.0
H 5.375 -0.549 1.656 0.0 0.0 0.0
H -2.477 -3.253 1.230 0.0 0.0 0.0
H -0.165 0.879 4.493 0.0 0.0 0.0
H -1.501 -2.672 -2.244 0.0 0.0 0.0
H 0.814 -0.476 5.107 0.0 0.0 0.0
H -1.437 0.330 -5.191 0.0 0.0 0.0
H -2.133 -3.833 -1.054 0.0 0.0 0.0
H 2.464 4.573 -0.422 0.0 0.0 0.0
H 2.831 0.831 -5.337 0.0 0.0 0.0
H 2.208 -4.164 0.660 0.0 0.0 0.0
H -3.400 -1.154 -1.758 0.0 0.0 0.0
H -2.656 1.579 3.565 0.0 0.0 0.0
H 3.550 3.050 -2.446 0.0 0.0 0.0
H 0.603 0.928 -6.954 0.0 0.0 0.0
H 2.646 -0.837 4.070 0.0 0.0 0.0
H -0.706 -0.765 4.221 0.0 0.0 0.0
H 3.511 0.406 -3.143 0.1 0.0 0.1
H -0.917 -2.448 1.504 0.0 0.0 0.0
H -2.451 -1.586 1.820 0.0 0.1 0.0
H 0.588 2.868 0.682 0.0 0.0 0.0
H 3.873 -3.708 -1.031 0.0 0.0 0.0
H -5.504 3.313 -0.076 0.0 0.0 0.0
H -6.141 3.739 2.281 0.0 0.0 0.0
H -1.000 -0.515 -1.683 -0.1 0.1 0.0
H 4.788 -1.876 2.675 0.0 0.0 0.0
```
Forces are in eV/Å.


(2)
A 12-piece molecular cluster, C62H147N9O16 overall at a distorted geometry, computed with ωB97M-V/def2-TZVPD.

## Properties
**HOMO**: -18.0201 eV
**Total charge**: +6

Structure (XYZ):
```
234
Properties=species:S:1:pos:R:3:forces:R:3
O -1.217 -6.129 -6.012 0.5 1.1 1.6
O -2.938 -0.268 -3.390 1.4 3.2 -2.5
O -1.586 1.400 2.602 3.1 -0.2 -3.2
O -1.748 6.596 2.090 -3.9 -1.5 -0.6
O 0.409 -4.875 1.916 1.0 -0.1 -2.7
O -2.746 1.458 4.389 -0.4 0.2 1.2
O 1.895 0.080 -3.468 0.5 0.4 1.4
O -0.749 0.704 4.577 3.7 -1.5 0.8
O -10.684 -0.286 -3.342 0.8 0.8 -0.6
O -5.026 3.798 -1.249 0.3 -0.2 -0.2
O -4.963 3.570 0.969 -2.0 2.3 1.0
O -3.433 2.667 -0.112 5.2 -2.3 -2.7
O 4.251 1.738 4.044 1.1 -0.1 -0.2
O 1.488 -0.017 -5.641 0.6 -1.6 -0.3
O 1.242 2.333 -1.330 -1.8 -0.4 1.3
O 0.592 1.557 -4.504 -2.1 2.7 2.2
N 4.595 3.966 -2.716 1.9 -1.0 0.2
N -2.689 -3.963 2.929 0.6 -0.7 -0.1
N -0.770 1.562 -0.225 2.2 -1.8 -3.4
N 5.599 1.505 6.640 0.9 0.5 1.4
N 2.522 -1.425 2.476 -0.6 -0.3 0.3
N 1.467 -3.978 -4.303 0.3 -2.5 -0.8
N -7.795 0.378 -2.207 -0.5 0.3 -1.4
N -2.307 1.854 -4.499 -0.5 -1.7 0.6
N -4.201 6.240 1.781 3.1 0.9 -1.6
C 1.419 -1.831 1.482 0.2 -0.3 -0.6
C 3.551 2.844 3.546 -0.7 0.9 -0.7
C -1.975 -2.985 3.982 -2.1 -2.0 -0.6
C 3.631 4.619 -1.655 0.8 0.2 -2.3
C -1.672 1.224 3.823 -5.5 1.2 -0.3
C -0.475 -4.888 -5.859 -1.3 -0.6 -0.8
C -8.022 -2.088 -2.868 -1.1 -0.5 -0.3
C -2.310 -0.487 -5.708 0.3 1.0 1.1
C -4.402 3.368 -0.113 -1.6 -0.4 2.0
C -2.567 0.321 -4.412 -2.1 -2.8 0.7
C -9.901 0.856 -3.777 -1.2 -0.5 0.8
C -4.199 -4.197 3.298 1.5 0.8 1.3
C 6.167 2.100 7.979 1.2 -1.9 1.2
C 3.900 2.725 -3.394 0.9 1.2 1.6
C 0.370 3.744 0.452 -0.2 -1.0 -0.6
C -8.396 1.333 -1.183 1.8 -1.1 0.8
C 2.938 -2.696 3.230 0.7 -1.5 0.6
C -2.026 -6.218 -7.182 1.0 0.5 -1.2
C -4.091 7.154 0.473 -0.6 -1.2 2.4
C -2.732 5.874 2.269 3.3 2.4 0.8
C 5.680 1.982 4.112 -0.4 0.5 0.9
C -0.608 -3.743 -2.640 1.5 0.0 -0.4
C -2.769 2.797 -3.417 0.5 -0.9 -1.0
C 0.402 2.532 -0.487 0.3 0.8 0.6
C 4.105 1.537 6.887 -0.4 -0.6 -1.3
C 3.881 5.663 -4.442 0.5 0.5 -0.7
C 6.047 0.055 6.285 -0.9 -0.2 2.6
C 4.072 -1.297 0.398 0.5 0.9 -0.1
C -2.646 4.642 3.051 -1.0 -0.8 0.6
C -0.740 0.290 -1.162 -0.1 0.8 0.9
C 3.389 -3.736 -6.158 -1.6 -0.5 0.5
C -1.878 -3.664 5.371 1.4 0.9 -0.1
C 1.311 0.556 -4.577 -0.5 -1.7 -4.7
C -1.866 -5.333 2.927 -0.4 0.6 0.8
C 0.553 -3.113 -3.438 0.2 0.4 -0.1
C 5.901 2.741 -0.826 0.0 -0.9 0.7
C 7.137 2.606 0.079 0.6 0.4 -1.6
C -0.266 -5.377 2.990 -2.2 0.7 0.4
C -12.087 -0.065 -3.730 1.3 -0.1 -0.4
C 1.944 -0.439 3.466 -0.3 -0.9 1.2
C 3.868 -2.635 4.450 1.2 3.1 -0.9
C -5.451 0.075 -1.160 -0.5 -0.8 0.3
C 5.721 -0.938 7.475 -0.3 0.3 -0.8
C -6.247 0.518 -2.412 1.2 0.4 1.9
C -8.362 0.834 -3.558 -1.0 -0.9 -0.5
C 2.626 -4.631 -3.471 -2.0 0.6 0.0
C 0.349 -5.723 0.750 -0.6 0.1 -0.5
C 6.046 3.632 -2.024 -1.9 0.5 0.0
C 2.956 6.343 -3.424 1.0 -0.6 -0.3
C 3.714 -0.735 1.738 -1.3 0.8 1.6
C 0.679 -5.159 -4.954 1.2 -1.2 1.6
C -3.639 -2.297 1.111 0.9 -0.2 -0.3
C 7.641 1.684 8.314 -0.2 0.9 -0.7
C 1.952 -2.520 0.209 0.4 -0.3 -0.2
C 4.331 -3.921 4.996 0.0 -1.5 -0.2
C 5.064 4.889 -3.848 -2.5 0.1 -0.1
C 2.125 -3.174 -5.369 1.2 1.7 -0.9
C 2.927 -1.618 -0.556 -0.4 -0.2 1.3
C 6.083 2.455 5.555 -0.6 -0.6 -1.0
C 2.457 5.258 -2.443 0.8 0.5 0.4
C -8.203 -1.049 -1.752 0.1 -0.5 -0.8
C -2.682 -3.468 1.455 -0.6 -0.2 1.2
H -1.309 1.855 -4.651 2.1 0.2 0.2
H 1.263 -2.593 -2.794 -0.1 0.2 0.0
H 1.121 -0.900 4.013 -0.1 -0.4 -0.3
H -1.288 -6.198 -7.984 -0.4 -0.3 -0.6
H -10.067 1.026 -4.841 0.3 -0.2 -0.3
H 2.162 6.859 -3.963 -0.1 -0.2 0.2
H -2.655 3.767 2.401 -0.3 -0.3 -0.1
H -3.842 2.609 -3.379 0.2 0.7 0.6
H 3.264 -3.819 -3.120 0.0 -0.1 -0.1
H 2.465 -3.459 0.416 0.1 0.0 0.6
H 1.070 4.459 0.020 -0.2 0.1 0.5
H 7.438 3.546 0.542 -0.6 -0.1 0.7
H -12.103 0.365 -4.732 0.0 -0.2 -0.2
H 3.863 -2.959 -6.758 -0.5 0.2 0.1
H 1.378 -5.876 -5.385 0.4 0.5 -0.4
H 4.198 -4.198 -5.592 -0.3 0.1 0.3
H 4.789 -2.102 0.565 -0.1 -0.2 -0.5
H -0.859 1.295 0.745 -0.3 0.0 1.8
H 5.440 4.240 -4.640 0.5 0.1 0.3
H 4.650 2.079 -3.848 0.0 0.3 -0.1
H -2.675 -2.150 3.987 0.6 0.4 0.1
H -0.903 0.601 -2.194 0.0 0.1 0.3
H 8.315 1.910 7.487 0.1 -0.3 -0.1
H 3.458 -3.364 2.543 0.3 0.5 -0.5
H -0.546 -5.528 0.159 -0.6 0.0 0.3
H -2.646 2.289 -5.345 -0.5 -0.6 -0.8
H 6.988 1.729 0.710 0.3 0.4 0.4
H -4.255 -4.671 4.278 0.2 -0.8 -0.4
H -3.021 -4.387 0.978 -0.1 0.3 -0.5
H 1.970 4.445 -2.982 -0.4 0.2 0.1
H -5.978 1.554 -2.619 -0.8 0.4 0.3
H -1.183 0.619 5.429 -0.2 0.1 0.4
H 7.748 0.653 8.649 -0.3 -0.1 -0.5
H -4.623 5.336 1.630 -0.8 -1.2 -0.6
H 3.286 5.167 -5.209 0.0 -0.8 0.3
H -4.757 6.759 2.445 0.1 0.2 0.7
H 5.783 5.626 -3.491 0.1 -0.4 0.2
H -8.920 -2.169 -3.479 -0.1 0.9 -0.3
H 4.661 -1.032 7.712 -0.2 0.0 -0.5
H -2.455 3.709 -3.924 -0.6 0.6 0.9
H 2.357 -2.209 -4.918 0.2 0.0 0.1
H 0.688 -2.487 1.954 0.5 -0.1 0.5
H -0.810 -3.046 -1.826 -0.2 0.0 0.0
H 1.766 0.930 -3.041 0.3 0.1 2.0
H 4.294 5.342 -1.181 -0.4 0.2 0.3
H 8.074 2.231 9.152 -0.5 0.5 0.0
H -1.162 -4.485 5.422 -0.5 -0.4 -0.4
H -8.019 1.853 -3.735 0.0 0.1 0.4
H 5.269 -3.823 5.542 -0.4 0.2 0.5
H -1.633 2.017 -0.487 -1.5 0.9 0.4
H 0.191 -0.277 -1.140 0.2 0.5 0.3
H 6.706 3.308 -2.829 -0.3 -0.5 0.1
H -2.704 -5.386 -7.372 -0.1 0.3 0.5
H 4.453 6.329 -5.088 -0.4 0.8 0.1
H -3.657 8.043 0.930 -0.2 0.2 -0.8
H -12.509 -1.070 -3.765 -0.4 0.4 0.4
H -2.845 -0.212 -6.618 -0.1 0.5 0.2
H -1.310 -2.970 5.989 -0.3 0.5 0.2
H -8.078 -3.127 -2.541 0.7 0.1 0.8
H -7.180 -1.994 -3.554 0.2 0.2 0.4
H -5.145 7.204 0.198 0.4 0.5 -0.5
H 8.006 2.457 -0.562 0.1 -0.7 0.0
H 5.115 3.047 -0.135 -0.4 0.4 -0.4
H -1.081 -4.119 -5.380 -0.5 0.2 -0.2
H 0.102 -4.730 3.786 -0.3 -0.6 0.6
H -8.187 2.368 -1.454 -0.1 -0.2 0.1
H 3.487 -4.263 5.596 0.5 -0.7 0.3
H -4.372 0.221 -1.102 -0.1 1.0 -0.7
H 3.169 3.107 -4.108 0.2 -0.2 0.1
H 1.121 -2.888 -0.393 -0.4 0.5 0.0
H -1.540 -0.357 -0.803 -0.1 0.2 -0.1
H -10.422 1.698 -3.322 0.6 0.5 0.4
H -2.236 2.610 -2.485 -0.4 0.1 -0.2
H -1.024 -2.793 3.483 0.0 0.3 0.4
H 3.394 -2.032 -1.449 -0.5 -0.1 -0.1
H 1.780 5.736 -1.735 -0.2 -0.3 0.1
H 3.703 0.857 6.135 -0.4 0.4 0.0
H 6.090 -1.913 7.160 0.0 0.0 0.1
H 4.523 -0.604 2.457 0.3 -1.1 0.0
H 3.752 1.155 7.845 0.8 0.1 0.2
H 3.816 3.819 3.954 0.2 -0.1 0.7
H 1.120 -5.539 0.001 0.6 0.3 0.7
H 3.166 -5.365 -4.068 -0.2 0.2 0.0
H 5.957 2.744 3.383 0.0 0.3 0.1
H 2.153 -3.396 3.515 -1.2 0.9 -0.2
H 3.722 2.549 6.754 0.2 -0.1 -0.1
H 5.617 1.627 8.793 -0.4 0.0 -0.3
H -7.683 -1.308 -0.829 0.6 0.4 -0.3
H -3.626 -1.405 1.738 -0.1 -0.4 0.7
H -5.452 -1.011 -1.064 -0.6 -0.2 0.0
H 6.445 4.594 -1.702 -0.3 0.2 -0.1
H -1.480 -3.819 -3.288 0.0 -0.5 0.4
H -2.613 -7.135 -7.242 0.4 0.0 0.6
H 3.435 2.208 -2.555 -0.1 -0.1 -0.3
H 5.883 3.151 8.031 0.5 0.0 -0.4
H 0.354 -6.789 0.977 0.1 0.0 0.3
H -7.884 0.247 -4.342 -0.1 -0.3 0.2
H 3.702 3.004 2.478 0.3 -0.4 -0.4
H 0.356 -5.740 -4.090 -0.5 0.1 0.0
H -1.800 4.542 3.731 0.2 0.6 -0.4
H -4.648 -2.662 0.924 0.1 0.2 0.2
H -5.774 0.032 -3.266 -1.2 -0.7 -0.2
H 7.165 2.536 5.655 0.0 -0.2 -0.1
H -2.165 -5.813 3.859 -0.1 -0.1 -0.1
H 0.818 -0.953 1.245 0.5 0.4 -0.1
H -12.548 0.689 -3.093 -0.2 -0.5 0.4
H 3.451 0.322 1.786 -0.8 0.1 -0.9
H 2.686 -0.277 4.248 0.2 0.4 -0.5
H -9.237 -1.038 -1.406 -0.1 0.4 -0.6
H -3.433 6.683 -0.259 -0.3 0.0 0.2
H -0.065 -6.439 3.130 0.2 -0.1 0.4
H 4.618 -4.664 4.252 -0.4 -0.1 -0.3
H -4.786 -4.674 2.513 0.4 -0.1 0.1
H 6.145 -0.733 8.458 0.5 0.3 -0.4
H 5.460 -0.175 5.396 0.2 -0.2 0.1
H 6.222 1.093 3.789 -0.2 -0.2 0.3
H -1.250 -0.307 -5.887 0.4 -0.3 -0.4
H 2.967 -4.485 -6.828 0.5 -0.1 -0.2
H 2.092 -5.104 -2.647 0.4 -0.2 0.1
H 3.314 3.831 -0.971 0.1 0.1 -0.2
H -9.437 1.107 -0.952 0.0 0.1 -0.8
H -5.849 3.987 -0.792 -0.9 0.7 -0.5
H -3.273 -1.860 0.182 0.0 -0.3 -0.4
H -7.840 0.989 -0.311 -0.2 0.9 0.5
H 2.473 2.728 3.663 0.1 -0.3 0.4
H 0.072 -2.368 -4.072 0.6 0.1 -0.4
H 4.577 -0.464 -0.091 0.7 -0.1 0.1
H -0.245 -4.670 -2.196 -0.6 -0.2 0.0
H 5.695 3.450 5.770 -0.3 -0.1 0.0
H -2.783 -3.890 5.935 -0.1 0.0 -0.5
H 1.482 0.474 3.090 0.6 -0.1 -0.6
H 1.350 -2.904 -6.087 0.0 -0.2 -0.1
H 4.722 -2.053 4.103 0.5 0.0 -0.2
H -5.868 0.496 -0.246 0.1 0.0 0.0
H 7.116 -0.055 6.107 0.0 0.8 -0.2
H -0.186 -4.531 -6.848 0.2 0.1 -0.1
H 3.600 -2.058 5.335 -1.1 0.3 -0.2
H 5.635 1.729 -1.133 -0.1 -0.1 -0.2
H 3.541 7.103 -2.906 -0.2 0.1 0.3
H -4.593 -3.226 3.599 -0.1 0.3 -0.8
H 0.576 3.431 1.476 0.7 -0.3 0.0
H -3.537 4.597 3.678 -0.2 -0.5 0.0
H -1.641 -3.336 1.162 0.0 0.3 0.2
H -2.542 -1.531 -5.498 0.2 0.2 0.1
H -0.628 4.131 0.657 -0.2 0.2 -0.8
H -2.301 -5.919 2.117 0.3 0.0 -0.1
H 2.378 -0.705 -0.785 0.3 0.2 -0.4
```
Forces are in eV/Å.


Number 1: energy -1718.2782 hartree. Number 2: energy -4144.6804 hartree.